The following is a DFT calculation (ωB97M-V/def2-TZVPD) of an isolated molecule of C19H27N3O3S2 at a distorted geometry.

Geometry as XYZ:
```
54
Properties=species:S:1:pos:R:3:lowdin_charge:R:1
C 2.5929 -5.6385 -3.6760 -0.08
C 2.1045 -5.5723 -2.2304 -0.43
C 0.9068 -4.6291 -2.1119 -0.07
C 3.2372 -5.2387 -1.2466 -0.16
C 4.0931 -4.0058 -1.5612 -0.17
N 3.3524 -2.7683 -1.5391 0.05
C 3.0481 -2.1348 -0.3854 -0.50
O 3.5052 -2.4795 0.7021 0.04
C 2.1649 -0.9825 -0.5051 -0.36
S 1.4862 -0.4348 -2.0338 1.07
C 0.6918 0.8893 -1.2550 -0.46
C -0.1024 1.8512 -1.8700 -0.06
C -0.6712 2.8311 -1.0852 -0.04
C -0.4448 2.8409 0.2881 -0.27
S -1.2349 4.1134 1.2644 0.68
O -0.8352 3.9358 2.6359 -0.29
O -1.0029 5.3909 0.6581 -0.28
N -2.8392 3.7130 0.9911 -0.24
C -3.2839 2.5411 1.7155 -0.20
C -3.6711 2.8576 3.1604 -0.18
C -4.7078 3.9784 3.1852 -0.20
C -4.1546 5.1998 2.4541 -0.17
C -3.7774 4.8167 1.0242 -0.20
C 0.3430 1.9012 0.9075 0.01
C 0.9303 0.9006 0.1343 -0.16
C 1.7794 -0.1842 0.5522 -0.29
N 2.1082 -0.4404 1.8373 0.16
H 3.4602 -6.2897 -3.7593 0.08
H 2.8618 -4.6514 -4.0450 0.07
H 1.8075 -6.0320 -4.3174 0.08
H 1.7539 -6.5736 -1.9507 0.13
H 0.6389 -4.4769 -1.0688 0.08
H 0.0475 -5.0558 -2.6255 0.08
H 1.1101 -3.6594 -2.5584 0.05
H 3.9167 -6.0929 -1.2020 0.11
H 2.8102 -5.1044 -0.2510 0.11
H 4.8642 -3.9285 -0.7892 0.12
H 4.5764 -4.1030 -2.5342 0.12
H 2.9011 -2.4685 -2.3878 0.08
H -0.2629 1.8214 -2.9362 0.11
H -1.2911 3.6044 -1.5074 0.12
H -4.1416 2.1254 1.1744 0.13
H -2.4683 1.8154 1.6837 0.12
H -4.0633 1.9579 3.6374 0.11
H -2.7757 3.1771 3.6948 0.10
H -5.6240 3.6424 2.6914 0.11
H -4.9547 4.2362 4.2165 0.11
H -4.8901 6.0055 2.4369 0.11
H -3.2579 5.5565 2.9650 0.12
H -4.6667 4.5137 0.4605 0.13
H -3.2935 5.6490 0.5124 0.11
H 0.4852 1.9607 1.9754 0.12
H 2.0422 0.2959 2.5172 0.10
H 2.7952 -1.1779 1.9566 0.09
```

Results
**LUMO**: 0.22 eV
**Max |F|**: 1.1 eV Å⁻¹
**SMILES string**: CC(C)CCNC(=O)c1sc2ccc(S(=O)(=O)N3CCCCC3)cc2c1N
**Total charge**: 0
**Relative energy (zero: lowest compared OMol25 entry of this formula, charge and spin)**: 9.94 kcal/mol
**Frontier orbital gap**: 8.136 eV
**Multiplicity**: 1
**Energy**: -52425.8398 eV